Entry 1:
The following is a DFT calculation (ωB97M-V with the def2-TZVPD basis set) of a 2-piece molecular cluster, C4H9NS2 overall.

The geometry in XYZ format:
```
16
Properties=species:S:1:pos:R:3:forces:R:3
C -1.4909 0.9391 0.5337 0.05 -0.24 0.23
C 0.8387 -0.7170 -0.5575 0.02 0.15 0.23
C -0.0324 1.2527 0.7861 0.37 0.20 0.06
C 0.8756 0.0282 0.7713 -0.04 0.08 -0.19
N -2.1443 1.6238 -0.2284 -1.73 0.27 -1.16
S -4.2181 -0.6005 0.9871 -0.17 -0.58 0.18
S -4.6979 0.6228 -0.4810 2.17 0.51 0.51
H -1.9127 0.0821 1.1085 -0.57 -0.31 0.03
H 1.5943 -1.4937 -0.5712 0.09 -0.19 -0.07
H -0.1308 -1.1764 -0.7197 -0.18 -0.11 -0.08
H 1.0278 -0.0391 -1.3858 0.04 0.08 -0.13
H 0.2785 1.9606 0.0156 0.04 0.02 0.14
H 0.0201 1.7557 1.7549 0.02 0.01 -0.01
H 1.8946 0.3800 0.9562 -0.06 -0.07 0.12
H 0.6007 -0.6472 1.5820 0.05 -0.03 0.10
H -3.7545 -1.6946 0.3266 -0.11 0.22 0.04
```
Forces are in eV/Å.

Summary:
Kohn-Sham gap ... 0.2432 Ha
F_max ... 2.29 eV Å⁻¹
Electronic energy ... -27451.747 eV

---

Entry 2:
The following is a DFT calculation (ωB97M-V with the def2-TZVPD basis set) of C3H3O2Rb as an isolated structure.

The geometry in XYZ format:
```
9
Properties=species:S:1:pos:R:3:forces:R:3
O -2.5320 3.1162 0.2002 0.02 0.14 0.17
C -2.5066 3.9079 1.0082 -0.02 -0.21 -0.23
O 0.2422 -1.2205 -0.6182 -0.22 0.85 1.50
Rb -2.2811 0.4769 -2.0320 0.20 -0.10 0.18
C 1.1414 -1.2759 0.7351 -1.00 -0.22 -0.90
C 1.5329 -1.5698 -0.6160 1.28 -0.28 -0.38
H 1.4098 -0.3211 1.1929 -0.44 -0.11 -0.26
H 0.7261 -2.0551 1.3768 0.32 0.21 -0.22
H 2.2674 -1.0586 -1.2470 -0.15 -0.29 0.15
```
Forces are in eV/Å.

Summary:
Kohn-Sham gap (alpha / beta) ... 0.2694 / 0.3956 Ha
Spin multiplicity ... 2
F_max ... 1.74 eV Å⁻¹
Electronic energy ... -7900.591 eV
Total charge ... +1

---

Entry 3:
The following is a DFT calculation (ωB97M-V with the def2-TZVPD basis set) of a 5-piece molecular cluster, C23H41I3O15S overall.

The geometry in XYZ format:
```
83
Properties=species:S:1:pos:R:3:forces:R:3
C -5.4196 -1.0347 -1.9746 0.03 0.03 0.14
C -4.1251 -0.3346 -2.2709 -0.25 -0.37 0.44
I -2.7067 -0.5404 -0.7360 0.13 -0.07 0.21
C -3.8391 0.3360 -3.3718 0.30 0.33 -0.49
I -5.2990 0.3651 -4.8535 0.03 0.17 -0.22
C -2.4879 1.0221 -3.5624 0.23 -0.25 0.00
O -2.0108 1.1681 -4.9164 -0.42 -0.05 0.20
S -2.1765 2.4576 -5.8550 -0.04 0.49 -0.21
O -0.8835 2.7077 -6.4018 0.13 -0.21 0.02
O -3.2748 2.2628 -6.7455 -0.09 -0.31 0.01
C -2.6095 3.8109 -4.7860 -0.15 0.28 0.32
C -3.2177 3.4292 -3.4336 0.62 -0.08 -0.34
C -2.4102 2.3196 -2.7841 -0.33 0.10 0.15
I -0.3629 2.8887 -2.4929 0.10 -0.01 0.11
H -5.4145 -1.4559 -0.9756 -0.01 -0.06 0.05
H -5.5796 -1.8416 -2.6914 -0.07 0.04 -0.03
H -6.2514 -0.3319 -2.0397 -0.03 -0.05 -0.10
H -1.7866 0.3165 -3.1158 0.21 0.09 -0.23
H -1.7139 4.4067 -4.6301 0.15 -0.12 -0.12
H -3.2994 4.3969 -5.3895 -0.06 0.00 -0.01
H -3.1666 4.3089 -2.7964 -0.31 0.08 0.01
H -4.2475 3.0958 -3.5580 -0.11 0.03 0.12
H -2.7663 2.1264 -1.7758 0.00 0.02 -0.05
C -1.3029 -5.6468 4.7274 0.10 0.13 0.04
C -2.2689 -4.8472 3.8821 -0.11 -0.24 -0.02
O -2.0408 -3.4309 4.0053 -0.03 0.02 0.03
C -1.0246 -2.9568 3.2930 -0.04 0.02 0.04
O -0.3210 -3.5905 2.5495 0.04 -0.02 -0.05
O -0.9156 -1.6515 3.5360 0.01 0.10 0.01
C 0.1882 -1.0190 2.8775 0.11 0.13 -0.02
H -1.3420 -5.3156 5.7656 -0.05 -0.04 0.01
H -1.5613 -6.7046 4.6885 -0.02 -0.01 -0.01
H -0.2812 -5.5298 4.3691 -0.01 -0.02 -0.04
H -3.2924 -4.9892 4.2222 -0.01 0.08 0.03
H -2.2141 -5.1317 2.8323 0.07 0.05 -0.02
H 0.1735 -1.2253 1.8095 0.01 -0.07 0.00
H 1.1286 -1.3566 3.3100 0.01 -0.05 -0.04
H 0.0793 0.0475 3.0482 -0.09 -0.01 0.07
C 0.6498 5.5518 -8.1245 0.10 -0.08 0.23
C -0.4867 6.5383 -7.9910 -0.03 -0.10 -0.28
O -0.7416 6.8755 -6.6131 -0.09 -0.04 0.03
C 0.0852 7.7653 -6.0764 0.00 -0.05 0.05
O 0.9854 8.3352 -6.6334 0.07 0.05 -0.05
O -0.2571 7.9265 -4.7950 -0.03 0.00 0.04
C 0.5796 8.8327 -4.0712 -0.01 0.04 0.09
H 0.4591 4.6736 -7.5064 -0.05 -0.03 -0.07
H 0.7445 5.2278 -9.1606 -0.02 0.02 -0.03
H 1.5958 5.9922 -7.8119 -0.02 0.07 -0.05
H -1.4197 6.0978 -8.3368 -0.03 -0.01 0.07
H -0.3067 7.4485 -8.5618 0.06 0.06 0.09
H 0.6491 9.7888 -4.5841 0.02 0.00 -0.04
H 1.5755 8.4111 -3.9462 0.02 0.02 -0.05
H 0.1076 8.9617 -3.1021 -0.02 -0.03 0.00
C 3.6974 -5.1142 2.5857 0.09 -0.12 -0.11
C 2.3476 -5.3052 1.9282 0.03 0.14 0.22
O 2.4785 -5.8504 0.6017 -0.01 0.02 -0.03
C 2.6994 -7.1576 0.5411 0.02 0.03 -0.04
O 2.7668 -7.9168 1.4732 0.00 -0.07 0.08
O 2.8328 -7.4986 -0.7421 0.00 0.00 -0.05
C 3.1164 -8.8823 -0.9604 -0.01 -0.04 -0.08
H 4.3429 -4.5025 1.9545 -0.03 0.06 0.03
H 3.5748 -4.6154 3.5474 -0.02 0.02 0.00
H 4.1925 -6.0699 2.7538 -0.04 -0.02 0.03
H 1.8428 -4.3550 1.7938 -0.04 0.00 -0.12
H 1.6983 -5.9476 2.5211 0.03 -0.08 -0.03
H 2.3834 -9.5115 -0.4611 0.00 0.00 0.04
H 4.1142 -9.1266 -0.6000 -0.01 -0.01 0.05
H 3.0649 -9.0286 -2.0348 0.00 0.04 -0.01
C 4.6207 2.0650 7.3182 -0.16 0.04 -0.04
C 4.3521 0.7551 8.0250 0.26 0.00 0.01
O 2.9541 0.5785 8.3115 -0.02 0.01 0.04
C 2.2087 0.1759 7.2872 -0.02 0.04 0.04
O 2.6008 -0.0732 6.1759 0.03 -0.02 -0.09
O 0.9448 0.0908 7.6984 -0.03 -0.03 0.02
C 0.0260 -0.3009 6.6757 -0.19 -0.06 -0.08
H 4.2129 2.8969 7.8929 0.05 0.00 0.03
H 5.6943 2.2128 7.2037 0.02 -0.01 0.01
H 4.1642 2.0744 6.3297 0.02 -0.04 -0.02
H 4.8349 0.7343 8.9997 -0.07 0.00 0.04
H 4.7129 -0.0938 7.4460 -0.06 0.00 -0.05
H 0.3497 -1.2186 6.1910 0.05 0.02 -0.04
H -0.0737 0.4922 5.9363 0.04 -0.03 -0.05
H -0.9305 -0.4655 7.1615 0.04 0.04 0.11
```
Forces are in eV/Å.

Summary:
Kohn-Sham gap ... 0.3338 Ha
Structure (SMILES) ... C/C(I)=C(\I)[C@H]1OS(=O)(=O)CC[C@@H]1I.CCOC(=O)OC.CCOC(=O)OC.CCOC(=O)OC.CCOC(=O)OC
F_max ... 0.71 eV Å⁻¹
Electronic energy ... -90365.490 eV

---

Entry 4:
The following is a DFT calculation (ωB97M-V with the def2-TZVPD basis set) of C48H72AsF6N12 as an isolated structure.

The geometry in XYZ format:
```
139
Properties=species:S:1:pos:R:3:forces:R:3
C 0.5398 -5.9162 13.1746 -0.13 -1.05 -1.37
N -0.0770 -5.6756 11.8270 1.20 1.11 0.43
C -0.3924 -6.6608 11.0232 -0.98 -1.26 -1.76
C -0.8578 -6.4647 9.7205 -0.26 -0.07 1.05
C -0.9009 -5.1733 9.2354 -0.49 -0.55 -0.01
C -0.6696 -4.1256 10.1052 1.49 -1.35 1.01
C -0.1896 -4.4117 11.3808 -1.66 -0.31 -1.55
C -1.1784 -4.9773 7.8093 -0.12 -0.05 0.19
C -2.2951 -5.5902 7.2091 1.06 1.47 -1.28
C -2.4727 -5.4071 5.8478 0.93 0.29 1.52
N -1.5913 -4.6882 5.1421 0.83 0.50 0.26
C -0.5454 -3.9990 5.7288 -0.54 -1.43 1.09
C -0.2620 -4.1854 7.1058 -1.95 0.40 -2.46
C -1.7521 -4.6617 3.6761 1.19 1.72 -0.23
H -0.2098 -5.7817 13.8844 -1.12 0.68 1.38
H 1.4009 -5.3068 13.2938 0.52 0.67 0.13
H 0.8206 -6.9536 13.2448 0.22 -0.35 -0.22
H -0.3176 -7.6735 11.3428 0.22 -0.46 0.71
H -1.2790 -7.3037 9.1645 0.65 0.11 0.06
H -0.6865 -3.1333 9.7700 -0.25 1.31 -0.19
H -0.0977 -3.6150 12.0422 0.73 1.01 1.37
H -3.0962 -6.0398 7.7275 -0.41 -0.69 0.82
H -3.3234 -5.7948 5.3550 -0.58 -0.40 -0.64
H 0.0412 -3.3931 5.0597 0.13 0.06 -0.05
H 0.5013 -3.5925 7.5829 0.26 -0.25 0.02
H -2.6544 -5.1821 3.4130 -0.06 -0.35 -0.27
H -0.8127 -5.0532 3.2257 -0.96 0.01 0.14
H -1.8506 -3.5843 3.3798 0.01 -0.94 0.08
C -6.0188 7.3398 -6.6337 1.97 0.27 -0.62
N -6.4484 8.0876 -5.4421 -1.19 0.44 0.68
C -7.7489 7.9345 -5.0513 1.65 0.63 -0.19
C -8.2503 8.7031 -4.0386 -0.65 -0.33 0.82
C -7.4314 9.5766 -3.3112 -0.35 0.97 -0.44
C -6.1291 9.7873 -3.7968 -0.83 -1.20 0.47
C -5.6766 9.0001 -4.8248 -0.45 -0.38 -1.01
C -8.0305 10.3503 -2.1477 0.97 -0.21 -1.27
C -7.1802 10.9055 -1.1980 0.23 0.37 0.41
C -7.6529 11.4468 -0.0230 -1.67 -0.82 -0.47
N -8.9977 11.3568 0.2451 1.19 0.15 -2.24
C -9.8050 11.0692 -0.8116 -1.24 0.36 1.49
C -9.3810 10.6101 -2.0351 0.14 -0.20 0.96
C -9.4537 11.6934 1.5878 -0.73 0.50 0.27
H -6.4148 7.8363 -7.5309 0.06 -0.23 0.32
H -6.3736 6.3310 -6.5433 -0.25 -0.41 -0.08
H -4.8811 7.2942 -6.7193 -1.59 0.25 0.32
H -8.2854 7.2119 -5.6118 -0.67 -0.45 -0.25
H -9.2974 8.5391 -3.7576 0.50 0.09 -0.10
H -5.4028 10.4260 -3.3657 0.27 0.77 0.40
H -4.7247 9.1205 -5.2839 0.77 0.13 0.04
H -6.1276 10.9560 -1.4000 0.32 -0.14 0.20
H -7.0860 11.9284 0.7366 0.68 0.03 0.33
H -10.8756 11.1940 -0.6327 0.32 -0.08 0.12
H -10.1520 10.4204 -2.7560 0.03 -0.19 -0.39
H -9.9900 12.6269 1.6022 -0.52 0.37 -0.44
H -8.5668 11.9404 2.1452 0.15 -0.62 0.63
H -10.1274 10.9297 2.0027 0.68 0.06 -0.08
C 11.1342 5.2408 0.5517 -1.92 0.50 -1.57
C 11.0326 5.9690 -0.8357 -0.17 0.14 1.38
N 10.7305 4.9448 -1.8409 1.85 2.08 -0.71
C 9.6805 4.1468 -1.9054 -1.90 -2.50 0.06
C 9.7583 3.3675 -3.0406 2.67 2.96 0.95
N 10.9142 3.8394 -3.6635 0.20 0.55 0.52
C 11.4889 4.8006 -2.9188 -0.33 -0.90 -0.79
C 11.2848 3.3189 -4.9654 -0.41 -0.10 0.16
H 11.4058 6.0203 1.2439 0.23 -0.17 0.62
H 11.8613 4.4159 0.4679 -0.46 0.36 0.42
H 10.0471 4.9138 0.7561 1.95 0.09 0.19
H 12.0038 6.4519 -1.0933 -0.87 -0.36 0.00
H 10.1999 6.7337 -0.8260 1.04 -0.80 -0.10
H 9.0370 4.0722 -1.0587 -0.52 -0.01 0.08
H 9.3463 2.5588 -3.5377 -1.54 -1.23 -0.12
H 12.3913 5.3769 -3.1075 -0.30 -0.32 -0.20
H 12.1382 2.6857 -4.9275 0.83 -0.37 0.18
H 11.4167 4.0902 -5.6976 0.01 0.44 -0.26
H 10.4311 2.7124 -5.1939 -0.17 -0.33 -0.85
C -4.4936 4.6118 4.9704 1.19 -0.90 0.74
C -3.0259 4.3253 4.4971 -3.03 1.86 2.69
N -1.9638 4.7852 5.0612 -4.25 1.18 1.47
C -1.9261 5.5792 6.1461 5.18 2.62 2.26
C -0.5014 6.1050 6.1430 -3.98 -0.88 1.84
N 0.1168 5.7260 5.0510 3.76 -0.57 0.44
C -0.7459 4.8054 4.4423 -0.28 5.37 -6.79
C 1.7037 6.0011 4.5767 -2.44 0.56 3.13
H -4.9128 5.6026 4.6452 0.52 -1.12 -0.38
H -4.4955 4.6991 6.0461 0.05 0.07 0.54
H -5.1527 3.7133 4.8093 0.63 1.20 -0.57
H -2.9391 4.0092 3.5606 0.65 -2.14 -4.10
H -5.7680 1.3227 -2.9369 0.05 0.01 0.04
H -2.7480 5.6276 6.8246 0.15 0.36 0.41
H 0.0753 6.6461 6.8856 -0.72 0.42 0.06
H -0.9159 5.3577 3.4538 -0.03 -1.14 0.38
H 1.7486 5.8927 3.5095 -0.07 -0.13 -0.28
H 2.2703 5.2597 5.1820 -0.21 0.58 -0.85
H 1.9339 7.0691 4.9401 -0.47 -1.76 -0.73
C 3.2990 -3.4703 -13.7978 -1.64 0.57 0.20
C 3.5984 -2.1380 -13.6009 0.82 1.50 -0.36
N -2.0469 -4.7141 -12.4983 -0.15 -2.23 1.16
C -3.2045 -4.1016 -12.3574 -3.53 -3.56 1.82
C -4.2251 -5.1531 -11.7600 0.86 4.05 -1.18
N -3.5522 -6.2296 -11.4900 3.38 -2.33 -0.59
C -2.2001 -5.9698 -12.0122 -1.15 0.38 0.69
C -3.9749 -7.5137 -10.5755 2.00 0.44 -3.08
H 10.4248 9.4656 -9.2284 0.00 0.01 -0.03
H 2.1093 -3.5866 -13.8428 2.71 -0.42 -1.77
H 4.0519 -4.3119 -13.8239 -1.30 0.66 1.56
H 3.5040 -1.3779 -14.4833 -1.67 -1.03 1.97
H 4.0210 -1.6277 -12.6695 1.06 -1.28 -1.62
H -3.3922 -3.0678 -12.5157 -0.18 0.44 -0.42
H -5.2917 -5.1334 -11.5908 0.06 0.44 0.06
H -1.3987 -6.6925 -11.9136 -0.31 0.05 -0.05
H -3.2764 -8.3992 -10.8774 -0.85 1.99 0.78
H -4.9698 -7.9211 -10.8278 0.25 1.01 0.32
H -3.7864 -7.0746 -9.6086 -0.37 -0.68 0.44
C 1.9667 -12.2406 0.9663 -0.48 -2.67 0.38
C 2.7415 -13.2986 0.1011 -1.21 0.25 0.00
N 4.0573 -12.8018 -0.2875 0.63 -1.80 1.39
C 4.3821 -11.8925 -1.2020 -0.62 1.65 -1.06
C 5.7222 -11.8545 -1.3230 0.60 -0.64 0.65
N 6.2112 -12.8092 -0.4707 0.16 -0.92 1.68
C 5.1694 -13.3754 0.1895 0.34 2.58 -2.75
C 7.6435 -13.1378 -0.2455 0.80 1.39 -0.29
H 1.8613 -11.3147 0.4535 0.29 0.92 -0.11
H 2.4306 -12.2320 1.9749 -0.18 0.61 -0.73
H 0.9223 -12.6191 1.1254 0.91 0.20 -0.19
H 2.2136 -13.5793 -0.8516 0.35 0.25 1.07
H 2.9421 -14.2159 0.6917 -0.41 0.52 -0.45
H 3.6176 -11.2819 -1.6330 -0.05 0.13 -0.40
H 6.4281 -11.2481 -1.8268 0.09 0.47 -0.71
H 5.1006 -14.0646 0.9429 0.60 -1.77 1.52
H 7.7399 -14.1214 0.1215 -0.17 -1.37 -0.05
H 8.1662 -12.5499 0.5469 -0.93 0.21 -0.67
H 8.2137 -13.0083 -1.1923 -0.60 -0.22 0.65
As -1.6264 0.1621 3.1924 4.41 -0.33 1.00
F -0.4651 3.6176 4.1923 3.32 -5.69 -0.58
F -0.4995 1.0154 2.5075 4.17 1.73 -3.21
F -2.6897 -0.6736 2.4651 -5.33 -4.21 -3.49
F -2.1789 1.3778 3.9447 -3.93 4.97 4.38
F -2.8484 2.6398 1.5552 0.44 -0.68 0.95
F -0.7550 -0.5464 4.4443 0.22 -1.19 0.74
```
Forces are in eV/Å.

Summary:
Kohn-Sham gap ... 0.0281 Ha
F_max ... 8.67 eV Å⁻¹
Electronic energy ... -145875.196 eV
Total charge ... +7